1.
44
Properties=species:S:1:pos:R:3:forces:R:3 method="wB97M-V/def2-TZVPD" lumo_energy_ha=0.057 homo_energy_ev=-6.08 charge=-1 max_force_ev_per_a=0.56
Au -1.156 0.394 -0.787 -0.1 0.0 -0.1
C -1.203 -0.744 3.267 -0.1 0.0 -0.1
C -1.046 -0.961 1.768 -0.1 -0.1 0.3
O -1.300 0.218 1.166 0.3 0.3 -0.3
C -1.823 -2.136 1.222 0.2 0.1 -0.2
C -2.514 -3.015 2.048 0.1 -0.2 0.0
C -3.187 -4.114 1.541 0.0 0.0 0.0
C -3.160 -4.347 0.170 0.0 0.0 0.1
C -2.500 -3.476 -0.670 0.0 0.1 -0.1
C -1.838 -2.346 -0.168 -0.4 -0.1 0.1
O -1.280 -1.550 -1.074 0.4 0.4 -0.2
H -0.713 0.188 3.535 0.0 0.0 0.0
H -0.757 -1.569 3.817 0.0 0.0 0.0
H -2.259 -0.648 3.512 0.0 0.0 0.0
H -2.520 -2.857 3.117 0.0 0.0 0.0
H -3.709 -4.786 2.208 0.0 0.0 0.0
H -3.673 -5.205 -0.246 0.0 0.0 0.0
H -2.481 -3.625 -1.742 0.0 0.0 0.0
O 0.728 -0.400 -3.894 0.0 0.0 0.1
S 0.149 0.887 -3.622 0.4 0.0 -0.3
O -0.141 1.723 -4.748 -0.1 0.0 0.1
O -1.103 0.757 -2.768 -0.3 -0.1 0.3
C 1.356 1.733 -2.587 -0.1 -0.1 0.0
C 2.649 1.235 -2.691 -0.1 0.1 0.0
C 3.670 1.761 -1.919 0.1 0.0 0.0
C 3.407 2.791 -1.032 0.0 0.0 0.0
C 2.123 3.299 -0.924 0.0 0.0 -0.2
C 1.096 2.785 -1.707 -0.1 -0.1 0.1
S -0.529 3.460 -1.374 0.1 0.3 -0.1
O -0.326 4.638 -0.572 0.0 -0.1 0.1
O -1.246 3.614 -2.599 0.0 -0.1 0.0
O -1.137 2.395 -0.456 0.0 -0.4 0.2
H 2.820 0.405 -3.360 0.0 0.0 0.0
H 4.667 1.348 -1.998 0.0 0.0 0.0
H 4.201 3.200 -0.419 0.0 0.0 0.0
H 1.889 4.110 -0.250 0.0 0.0 0.0
C 1.590 0.862 2.307 0.0 -0.1 -0.1
S 1.665 -0.560 1.261 0.1 0.1 0.0
O 0.418 -1.424 1.636 0.0 0.1 -0.1
O 2.802 -1.341 1.643 0.0 0.0 0.1
O 1.583 -0.094 -0.093 -0.2 0.0 0.0
H 1.538 0.532 3.341 0.0 0.0 0.0
H 0.730 1.464 2.020 0.0 0.0 0.0
H 2.517 1.400 2.122 0.0 0.0 0.0

---

2.
34
Properties=species:S:1:pos:R:3:forces:R:3 method="wB97M-V/def2-TZVPD" lumo_energy_ha="0.075 / 0.075" homo_energy_ev="-4.80 / -5.63" spin_multiplicity=3 relative_energy_kcal_mol=0.0 charge=-1 max_force_ev_per_a=3.36
Ni -0.621 0.264 0.915 -0.9 0.4 -2.3
O -1.983 2.092 4.007 1.8 0.7 0.8
P -2.126 0.627 3.411 0.2 0.2 -1.5
O -3.075 -0.253 4.110 -0.2 0.0 0.0
O -2.257 0.749 1.861 0.0 0.0 2.2
O -0.616 -0.002 3.688 0.9 0.3 -0.2
P 0.776 0.853 3.378 -1.0 -0.5 -1.8
O 1.900 -0.320 3.521 -1.6 -0.6 1.8
O 0.818 1.955 4.369 0.4 -0.1 -0.4
O 0.747 1.117 1.854 1.1 0.8 2.4
H -1.004 2.358 4.242 -2.0 -0.8 -0.5
H 1.492 -0.950 4.191 1.0 0.9 -1.0
I -1.276 -5.400 2.787 -0.1 0.1 0.0
C -1.110 -3.737 1.577 -0.3 0.6 -1.0
C -0.559 -3.755 0.287 -0.7 -0.2 1.0
N -0.608 -2.512 -0.197 0.5 0.0 1.3
N -1.017 -1.631 0.784 -2.0 -2.7 -0.2
C -1.525 -2.398 1.806 1.8 -0.3 -0.8
H -0.166 -4.597 -0.256 -0.1 0.0 -0.2
H -0.390 -2.262 -1.169 0.1 0.7 1.0
H -2.079 -2.012 2.687 0.7 0.1 -0.8
O 0.374 -0.237 -2.122 0.1 0.9 -2.0
B -0.202 0.583 -1.151 0.0 0.7 1.4
O -0.219 1.925 -1.576 1.2 0.7 -2.6
C 0.451 1.975 -2.870 -1.1 -2.2 1.8
C 0.877 2.979 -3.687 0.7 -0.6 -0.6
C 1.700 2.626 -4.810 -0.8 1.0 1.2
C 2.066 1.336 -5.050 -0.1 -1.7 -0.2
C 1.555 0.282 -4.237 0.4 -0.2 -0.7
C 0.740 0.630 -3.198 0.5 -0.4 1.6
H 0.708 4.001 -3.456 -0.2 0.7 0.1
H 2.042 3.460 -5.402 0.2 -0.1 -0.3
H 2.748 1.030 -5.860 -0.4 0.5 0.3
H 1.838 -0.778 -4.433 -0.2 1.0 0.3

---

3.
22
Properties=species:S:1:pos:R:3:forces:R:3 method="wB97M-V/def2-TZVPD" lumo_energy_ha=-0.176 homo_energy_ev=-13.67 relative_energy_kcal_mol=11.9 charge=+1 max_force_ev_per_a=4.32
C 0.704 1.913 -0.173 -0.2 3.6 0.6
C 2.116 -0.423 -0.504 -2.4 1.5 -0.8
C -1.653 -0.587 -1.296 2.1 -0.3 -0.5
C -0.295 0.293 2.296 -0.6 -0.8 -1.8
C -1.698 -0.101 0.088 1.7 -3.0 2.6
C -0.265 -0.070 0.731 -1.2 -2.0 2.3
N 1.778 -1.042 -1.632 2.3 -0.3 0.8
N 0.694 0.661 -0.051 2.3 -0.2 -1.3
O 2.972 -0.242 0.254 0.7 -0.5 -0.1
I 3.123 -2.416 -2.401 -0.1 0.2 0.1
H -0.109 2.464 0.374 0.5 -0.6 -0.5
H 1.422 2.767 -0.644 -1.1 -3.1 0.6
H -0.757 -0.027 -1.714 -0.6 -1.4 -0.2
H -1.610 -1.711 -1.224 0.2 1.2 -0.9
H -2.403 -0.206 -1.922 -1.5 -0.1 -0.7
H -0.846 1.138 2.650 -0.8 0.7 -0.4
H 0.702 0.523 2.505 1.7 0.0 0.9
H -0.660 -0.580 2.857 0.4 0.3 -0.3
H -2.233 -0.834 0.753 0.1 0.9 -0.5
H -2.070 0.834 0.241 -1.4 2.6 0.2
H 0.217 -1.100 0.783 -1.1 0.9 -0.3
H 0.872 -1.253 -1.971 -1.2 0.5 0.3

---

4.
81
Properties=species:S:1:pos:R:3:forces:R:3 method="wB97M-V/def2-TZVPD" lumo_energy_ha=-0.020 homo_energy_ev=-8.56 max_force_ev_per_a=1.21
C -3.035 0.633 4.045 0.2 -0.5 -0.2
C -1.894 1.414 3.431 -0.3 0.6 0.2
N -2.184 2.869 3.296 0.4 0.0 0.5
C -1.960 3.565 4.520 -0.6 -0.4 -0.6
C -0.759 4.013 4.974 -0.3 -0.1 -0.2
I 0.974 3.700 3.836 -0.1 0.1 0.2
C -0.647 4.703 6.214 0.8 0.1 -0.1
C -1.713 4.915 7.000 -0.1 0.2 0.6
F -1.592 5.541 8.182 0.0 -0.1 -0.2
C -2.991 4.467 6.600 -0.5 -0.1 0.1
N -4.159 4.572 7.236 0.1 0.3 0.4
S -5.261 3.920 6.291 0.2 -0.3 -0.6
N -4.351 3.445 5.036 -0.6 0.3 0.7
C -3.111 3.809 5.354 0.8 -0.3 -0.8
H -3.903 0.613 3.395 -0.2 0.2 0.0
H -3.298 0.978 5.038 -0.1 0.2 0.1
H -2.704 -0.400 4.159 0.0 -0.1 0.0
H -1.019 1.285 4.074 0.3 -0.1 -0.1
H -1.668 1.051 2.434 0.1 -0.1 -0.1
H -1.573 3.261 2.590 0.0 -0.1 -0.2
H 0.325 5.058 6.516 0.0 0.1 0.2
C 1.355 1.095 -2.171 0.0 0.0 0.0
C 2.081 2.111 -1.301 -0.1 0.0 -0.3
C 1.582 2.085 0.148 0.0 0.2 -0.1
C 0.151 2.389 0.200 0.4 -0.1 0.1
N -0.975 2.605 0.204 -0.4 0.1 0.0
H 0.287 1.315 -2.217 0.0 0.0 0.0
H 1.734 1.112 -3.193 0.0 0.0 0.0
H 1.482 0.086 -1.781 0.0 0.0 0.0
H 1.936 3.110 -1.719 0.0 0.0 0.1
H 3.151 1.910 -1.314 0.0 0.0 0.1
H 2.117 2.818 0.755 -0.1 0.0 0.0
H 1.745 1.102 0.584 0.0 -0.1 0.0
C 5.861 -1.931 -2.543 0.1 0.1 0.0
C 6.564 -0.899 -1.667 0.0 -0.1 -0.2
C 6.070 -0.918 -0.215 0.1 0.1 -0.2
C 4.640 -0.614 -0.143 0.4 -0.1 0.1
N 3.523 -0.368 -0.102 -0.2 0.0 0.1
H 4.790 -1.739 -2.612 0.0 -0.1 0.0
H 6.262 -1.906 -3.556 0.0 0.0 0.0
H 5.998 -2.938 -2.151 0.0 0.0 0.0
H 6.417 0.097 -2.089 0.0 0.0 0.1
H 7.639 -1.092 -1.671 0.0 0.0 0.1
H 6.607 -0.179 0.381 0.0 0.0 0.1
H 6.238 -1.898 0.233 0.0 0.0 0.0
C 4.739 -6.267 0.523 0.0 0.0 0.0
C 5.052 -7.273 -0.579 -0.1 0.1 0.2
C 5.737 -6.633 -1.792 -0.2 -0.1 0.1
C 4.882 -5.609 -2.395 0.3 -0.3 0.1
N 4.200 -4.812 -2.854 -0.2 0.2 -0.1
H 4.041 -5.503 0.178 0.0 0.0 0.0
H 4.281 -6.766 1.377 0.0 0.0 0.0
H 5.647 -5.770 0.870 0.0 0.0 0.0
H 4.128 -7.759 -0.897 0.0 0.0 -0.1
H 5.703 -8.054 -0.182 0.0 0.0 -0.1
H 5.957 -7.387 -2.548 0.0 0.0 0.0
H 6.680 -6.169 -1.496 0.0 0.0 0.0
C -3.132 -2.852 -1.454 0.0 0.0 0.0
C -2.431 -1.653 -0.825 -0.1 -0.2 0.0
C -2.499 -0.396 -1.700 0.2 -0.2 0.1
C -1.845 -0.643 -2.991 -0.3 0.3 0.4
N -1.326 -0.839 -3.993 0.2 -0.1 -0.3
H -2.661 -3.141 -2.394 0.0 0.0 0.0
H -3.087 -3.713 -0.787 0.0 0.0 0.0
H -4.184 -2.633 -1.651 0.0 0.0 0.0
H -1.387 -1.905 -0.633 0.0 0.1 0.0
H -2.891 -1.430 0.139 0.0 0.1 0.0
H -2.001 0.439 -1.205 0.0 0.1 -0.1
H -3.538 -0.111 -1.878 0.0 0.0 0.0
C -6.317 3.465 -3.561 0.0 0.0 0.0
C -5.169 2.512 -3.874 -0.1 0.3 0.1
C -5.628 1.238 -4.593 0.1 0.2 0.2
C -6.574 0.495 -3.759 0.2 0.0 -0.4
N -7.308 -0.090 -3.103 -0.2 -0.2 0.3
H -7.042 3.008 -2.885 0.0 0.0 0.0
H -5.942 4.367 -3.077 0.0 0.0 0.0
H -6.839 3.763 -4.472 0.0 0.0 0.0
H -4.662 2.244 -2.944 0.0 -0.1 0.0
H -4.437 3.026 -4.499 0.0 -0.1 0.0
H -4.771 0.598 -4.808 -0.1 -0.1 0.0
H -6.109 1.487 -5.540 0.0 0.0 0.0

---

5.
17
Properties=species:S:1:pos:R:3:forces:R:3 method="wB97M-V/def2-TZVPD" lumo_energy_ha=0.032 homo_energy_ev=-8.61 relative_energy_kcal_mol=79.5 max_force_ev_per_a=0.55
O -1.072 1.913 -1.580 0.4 0.3 -0.1
C -0.158 2.777 -1.917 -0.5 -0.1 0.0
C -0.581 0.590 -1.268 0.1 -0.3 0.0
C -0.607 0.345 0.229 0.0 0.0 0.0
C -0.131 -1.058 0.537 -0.1 0.0 -0.1
C 1.343 -1.344 0.631 0.2 0.0 -0.1
C 0.488 -1.375 1.867 -0.1 0.0 0.2
H -0.769 3.693 -2.115 0.1 -0.1 0.1
H -1.243 -0.104 -1.795 0.1 0.1 0.1
H 0.434 0.519 -1.667 -0.1 0.0 0.0
H -1.620 0.504 0.618 0.1 0.0 -0.1
H 0.048 1.080 0.718 -0.1 -0.1 -0.1
H -0.741 -1.846 0.097 0.1 0.1 0.1
H 1.715 -2.286 0.238 -0.1 0.2 0.1
H 2.029 -0.509 0.510 -0.1 -0.1 0.0
H 0.270 -2.338 2.318 0.0 0.2 -0.1
H 0.596 -0.561 2.580 0.0 -0.1 -0.1

---

6.
42
Properties=species:S:1:pos:R:3:forces:R:3 method="wB97M-V/def2-TZVPD" lumo_energy_ha="-0.596 / -0.624" homo_energy_ev="-21.89 / -22.32" spin_multiplicity=8 relative_energy_kcal_mol=0.0 charge=+4 max_force_ev_per_a=7.10
I 0.068 2.641 2.285 -0.5 -1.5 -1.2
I -3.334 -1.276 -0.697 -1.6 -1.0 -0.5
Cr -0.902 -0.667 -0.307 0.9 -1.9 1.3
Rh 0.054 1.806 -0.561 0.2 -0.8 3.1
S -1.620 0.903 1.143 0.7 2.9 1.8
C -0.147 3.526 -1.405 -0.7 6.1 -2.7
C 1.803 1.590 -1.262 5.5 -0.7 -2.6
C -3.213 1.963 0.957 -1.0 1.1 0.0
C -4.330 1.144 1.572 0.3 -0.3 0.3
C -3.409 2.269 -0.513 0.2 -0.1 -0.1
C -3.072 3.246 1.766 0.4 0.0 0.1
C -0.124 -2.026 -1.496 2.4 -3.7 -4.7
C -0.689 0.562 -1.915 -1.3 1.2 -6.9
O 2.841 1.405 -1.739 -4.2 0.8 2.0
O -0.190 4.592 -1.852 0.2 -4.4 1.8
O 0.501 -2.665 -2.232 -2.5 2.5 3.0
O -0.971 0.543 -3.068 1.2 -0.1 5.0
H -5.250 1.744 1.573 0.2 -0.2 -0.1
H -4.070 0.892 2.605 -0.3 -0.1 -0.1
H -4.514 0.217 1.019 -0.2 0.0 0.1
H -4.251 2.968 -0.611 0.2 -0.3 -0.1
H -3.636 1.352 -1.070 -0.1 0.3 -0.2
H -2.510 2.735 -0.941 -0.4 0.0 0.0
H -4.009 3.819 1.682 0.2 -0.3 0.0
H -2.256 3.880 1.405 -0.3 0.0 -0.1
H -2.904 3.015 2.821 -0.1 0.2 0.0
O 2.128 0.241 0.955 -0.6 -1.6 -0.8
C 1.927 -0.966 0.721 1.0 1.7 0.3
N 0.663 -1.478 0.601 -0.3 -0.1 1.0
S 0.451 -3.077 1.185 -1.6 -0.2 0.0
O -0.857 -3.449 0.638 1.2 0.6 0.3
O 1.536 -3.814 0.146 2.2 0.6 -0.4
C 2.773 -3.222 0.002 -2.4 -1.0 0.5
C 3.749 -4.045 -0.574 1.7 -0.4 -0.7
C 5.027 -3.525 -0.761 -0.3 -0.7 -0.1
C 5.309 -2.200 -0.394 1.3 -1.0 -0.6
C 4.312 -1.394 0.150 -2.2 0.7 1.1
C 3.020 -1.904 0.375 1.3 1.5 0.0
H 3.474 -5.058 -0.859 0.1 0.1 0.1
H 5.807 -4.150 -1.196 -0.2 0.1 0.1
H 6.311 -1.789 -0.548 -0.3 -0.2 0.0
H 4.502 -0.346 0.398 0.0 -0.4 -0.1

---

no.,E_tot (eV)
1,-74503.33366
2,-99294.66823
3,-19535.34530
4,-63290.30253
5,-8427.79210
6,-100839.53957